P:
Here is a single C23H30N4O4 molecule from the OMol25 dataset. Energies are from ωB97M-V/def2-TZVPD.

Atoms and positions in Å:
C: -8.42189 -1.70628 -0.55792
O: -8.51292 -0.34315 -0.22452
C: -7.36397 0.36158 -0.02979
C: -7.52417 1.70778 0.30547
C: -6.41627 2.49855 0.52248
C: -5.13491 1.98354 0.41403
C: -4.97072 0.64612 0.08009
N: -3.71702 0.04026 -0.04672
C: -2.47778 0.58973 0.09813
O: -2.26156 1.76274 0.32996
C: -1.35769 -0.38040 -0.07612
C: -0.09817 0.14069 -0.42756
C: 0.99154 -0.66476 -0.58752
C: 0.91898 -2.06473 -0.39082
N: 1.97544 -2.86617 -0.57418
C: 3.32152 -2.49422 -0.92156
C: 4.23555 -2.41842 0.30749
C: 3.91252 -1.22135 1.20409
N: 3.92063 0.04471 0.48946
C: 3.28942 1.09621 1.27375
C: 3.14900 2.37067 0.44833
C: 4.51602 2.85790 -0.02756
C: 4.39048 4.09842 -0.90500
C: 5.18916 1.70960 -0.77673
C: 5.25734 0.46191 0.09842
C: -0.35120 -2.58359 -0.00676
N: -0.58039 -3.95381 0.25036
O: -1.71852 -4.31651 0.49499
O: 0.36538 -4.74153 0.21769
C: -1.45552 -1.73484 0.14274
C: -6.08581 -0.16405 -0.14173
H: -9.44870 -2.05456 -0.65731
H: -7.92135 -2.28130 0.22808
H: -7.89804 -1.85482 -1.50810
H: -8.52443 2.10063 0.38822
H: -6.54689 3.53804 0.78207
H: -4.27287 2.60433 0.58377
H: -3.75371 -0.93845 -0.29471
H: -0.01873 1.20932 -0.55870
H: 1.94555 -0.22699 -0.82667
H: 1.82543 -3.84335 -0.33131
H: 3.70406 -3.26050 -1.60260
H: 3.33358 -1.53472 -1.43661
H: 5.26987 -2.37163 -0.03286
H: 4.12316 -3.32950 0.89838
H: 2.90754 -1.35621 1.61386
H: 4.61949 -1.21274 2.05313
H: 2.29892 0.75086 1.58151
H: 3.87377 1.31369 2.18642
H: 2.65905 3.13597 1.05198
H: 2.51886 2.16842 -0.41928
H: 5.12481 3.10716 0.84959
H: 5.37124 4.43712 -1.23134
H: 3.91233 4.90628 -0.35615
H: 3.79108 3.88176 -1.78665
H: 6.19879 1.99236 -1.08019
H: 4.61393 1.48176 -1.67642
H: 5.72909 -0.34470 -0.46561
H: 5.88340 0.66834 0.98647
H: -2.37145 -2.20118 0.47635
H: -5.93223 -1.20201 -0.39832

Output
net charge	0
LUMO level	-0.54	eV
structure (SMILES)	COc1cccc(NC(=O)c2ccc(NCCCN3CCC(C)CC3)c([N+](=O)[O-])c2)c1

Q:
Here is a single C23H30N4O4 molecule from the OMol25 dataset. Energies are from ωB97M-V/def2-TZVPD.

Atoms and positions in Å:
C: 5.28246 3.65100 -0.77188
C: 4.70520 2.30271 -1.01710
C: 5.41704 1.22345 -1.31025
C: 4.85522 -0.11924 -1.60186
O: 5.12779 -0.73401 -2.61742
N: 4.03274 -0.65707 -0.66372
C: 3.42928 -1.95775 -0.89158
C: 2.46003 -2.14325 0.28031
C: 1.01125 -1.72639 -0.01016
C: 0.29115 -3.03027 0.25199
C: -1.14029 -3.21919 0.12909
C: -1.70705 -4.46916 0.38479
C: -3.07205 -4.63912 0.26612
C: -3.88217 -3.58012 -0.10375
C: -3.32619 -2.32781 -0.36123
N: -4.18878 -1.29047 -0.73043
C: -3.89025 0.00677 -1.03824
O: -2.77168 0.46905 -1.02247
C: -5.10812 0.82851 -1.43129
C: -5.03014 2.22960 -0.82267
C: -5.21007 2.18923 0.69337
C: -5.22089 3.57757 1.33318
C: -3.87704 4.29005 1.23790
C: -1.95322 -2.15136 -0.24357
N: 1.08609 -3.96446 0.60126
O: 2.37355 -3.53580 0.64456
C: 3.13940 -1.33789 1.39613
C: 3.72923 -0.13275 0.65570
C: 4.95132 0.42071 1.39530
N: 6.05732 -0.34298 1.27698
O: 4.89522 1.41142 2.08471
H: 6.35022 3.66684 -0.97335
H: 4.78778 4.39757 -1.39107
H: 5.11580 3.91918 0.27169
H: 3.62882 2.23977 -0.92931
H: 6.48494 1.29825 -1.46957
H: 2.94336 -1.98191 -1.86957
H: 4.18537 -2.75209 -0.87505
H: 0.86916 -1.39490 -1.03921
H: 0.66156 -0.93998 0.65972
H: -1.06189 -5.28296 0.67168
H: -3.51502 -5.60390 0.46235
H: -4.95030 -3.72139 -0.19472
H: -5.16115 -1.56140 -0.78102
H: -5.10194 0.90696 -2.52187
H: -6.03256 0.33344 -1.12790
H: -5.80175 2.86221 -1.26617
H: -4.05440 2.64872 -1.06728
H: -4.40379 1.59750 1.13303
H: -6.15548 1.68996 0.92599
H: -5.99176 4.18815 0.85682
H: -5.48977 3.47060 2.38689
H: -3.90626 5.22541 1.79228
H: -3.62629 4.51654 0.20529
H: -3.08809 3.66790 1.65420
H: -1.53338 -1.18144 -0.44529
H: 2.45283 -1.04535 2.18772
H: 3.92970 -1.95227 1.83089
H: 2.98302 0.67014 0.60135
H: 6.10335 -1.09766 0.61456
H: 6.91159 -0.02485 1.70312

Output
net charge	0
LUMO level	0.48	eV
structure (SMILES)	C/C=C/C(=O)N1C[C@]2(CC(c3cccc(NC(=O)CCCCC)c3)=NO2)C[C@H]1C(N)=O

The most stable arrangement is Q, and the next structure is 46.7 kcal/mol less stable.